Molecular formula: CClF3O2S
Method: DFT, wB97M-V/def2-TZVPD

The geometry in XYZ format:
```
8
Properties=species:S:1:pos:R:3:forces:R:3
C -1.120700 -0.010384 -0.269264 1.333 0.237 0.689
O 2.802456 -0.789846 -1.205992 -0.326 0.030 0.219
O 0.691604 -0.715261 1.680604 -0.300 0.057 0.523
F -1.391744 1.080725 0.410107 -0.959 0.767 -0.068
F -1.682388 -1.037947 0.290963 -0.574 -1.100 0.659
F -1.580085 0.054215 -1.508967 0.971 0.416 0.005
S 0.846269 -0.264618 0.328257 0.059 -0.521 -2.024
Cl 1.434586 1.683119 0.274289 -0.205 0.115 -0.001
```
Positions in Å, forces in eV/Å.

## Properties
net charge: 0
gap between HOMO and LUMO (alpha / beta): 7.9 / 7.7 eV
relative energy (zero: lowest compared OMol25 entry of this formula, charge and spin): 555.0 kJ/mol

***

Molecular formula: C3H7N3O2
Method: DFT, wB97M-V/def2-TZVPD

The geometry in XYZ format:
```
15
Properties=species:S:1:pos:R:3:forces:R:3
C 0.046729 -1.519052 1.769242 0.185 -0.599 -0.131
C 0.322270 0.651195 -0.287348 0.478 -0.234 -0.245
N -0.175351 -1.620418 0.440544 -0.325 0.727 0.021
C -0.870404 -0.189781 0.237551 1.085 -0.279 1.296
N 1.143678 1.837196 -2.122167 -0.140 -0.188 0.178
O 0.046241 1.122351 -1.502621 0.176 0.176 0.054
N -2.082277 -0.051563 -0.219710 -0.599 -0.160 -0.229
O 1.364114 0.824249 0.296694 -0.403 0.031 -0.128
H 0.647720 -1.782094 -0.127504 0.014 0.134 0.061
H 1.769449 2.099152 -1.357182 -0.124 -0.046 -0.008
H 0.683364 2.679535 -2.459231 0.003 -0.063 0.094
H -2.397612 -0.888714 -0.704456 0.009 0.057 -0.032
H 1.024622 -1.707897 2.204292 -0.042 0.054 -0.103
H -0.814452 -1.572067 2.424930 -0.020 0.140 -0.075
H -0.708092 0.117909 1.406965 -0.296 0.250 -0.755
```
Positions in Å, forces in eV/Å.

## Properties
net charge: 0
gap between HOMO and LUMO (alpha / beta): 6.7 / 8.6 eV
relative energy (zero: lowest compared OMol25 entry of this formula, charge and spin): 711.3 kJ/mol

***

Molecular formula: H36O18Rb
Method: DFT, wB97M-V/def2-TZVPD

The geometry in XYZ format:
```
55
Properties=species:S:1:pos:R:3:forces:R:3
Rb 1.022090 0.392509 0.579740 0.086 -0.036 0.211
O 4.300325 -2.404696 -0.648260 -0.436 0.539 -0.150
H 4.751807 -1.571485 -0.395257 0.233 -0.595 0.179
H 4.905379 -3.110362 -0.862822 0.511 0.102 -0.021
O -0.318273 -3.973006 -0.150686 -0.054 0.888 -0.083
H -0.398613 -4.923124 -0.104185 0.311 -0.302 -0.017
H 0.608797 -3.663823 -0.190145 -0.101 -0.338 0.227
O 2.917869 1.118041 -2.957851 -2.302 2.142 0.135
H 2.879726 1.961956 -2.412185 0.411 -1.544 -0.702
H 3.642303 0.568100 -2.765696 1.652 -0.578 0.721
O -0.480950 -1.665083 2.079430 -0.771 0.287 0.400
H -0.544261 -2.446062 1.507008 -0.328 0.082 0.224
H -1.363108 -1.495713 2.498299 1.209 -0.430 -0.770
O -4.971095 -2.014928 1.722372 -0.813 0.698 1.361
H -5.886172 -1.830157 2.035747 1.031 -0.147 0.012
H -5.129839 -2.183270 0.805950 -0.045 -0.381 -1.446
O -1.457675 0.617919 -0.816132 -0.519 -1.191 -0.924
H -1.452282 -0.126745 -1.475201 0.393 0.936 0.404
H -2.065298 0.229718 -0.169066 0.048 0.284 0.548
O -0.649329 3.504556 -1.485379 -0.140 1.513 0.164
H -0.961119 2.619733 -1.459510 -0.540 -1.695 0.053
H -1.425116 4.052214 -1.280494 0.512 -0.076 -0.130
O 3.525304 1.661306 2.251964 -0.646 0.963 -1.514
H 3.299844 1.554940 3.160108 -0.110 -0.261 1.176
H 3.045538 2.506490 1.989486 0.745 -0.777 0.206
O 2.449008 4.011984 1.309386 0.585 -0.206 -0.174
H 1.609898 4.461927 1.339127 -0.450 0.189 0.115
H 2.761730 4.138236 0.397291 -0.251 -0.115 0.073
O 5.360498 -0.156925 0.797979 -0.642 0.510 -0.003
H 5.950384 -0.391259 1.516920 0.151 -0.064 0.073
H 4.774919 0.536218 1.181725 0.356 -0.417 -0.124
O -2.167714 -2.625758 -1.655168 0.644 0.031 -0.454
H -2.146770 -2.793560 -2.612777 -0.018 0.104 0.465
H -1.307911 -2.986846 -1.311729 -1.005 0.004 -0.004
O -4.182913 2.197692 0.284573 -0.102 0.089 0.687
H -3.348850 2.308766 -0.150282 0.939 0.332 -0.369
H -4.611813 1.579624 -0.295472 -0.746 -0.499 -0.382
O -2.804618 0.241309 1.960652 -0.279 -3.760 0.837
H -3.295340 0.936117 1.583258 -1.541 1.598 -0.831
H -3.454599 -0.566451 2.012363 1.245 2.042 -0.140
O 1.906764 -2.424973 0.410655 -0.914 0.619 -1.399
H 2.172415 -2.912071 1.150097 0.164 -1.078 2.424
H 2.730347 -2.512073 -0.086958 0.652 0.396 -0.896
O -0.709857 2.071969 2.535444 -2.332 -0.142 0.544
H -1.260548 2.847279 2.791715 1.056 -0.237 -0.257
H -1.447635 1.398953 2.661714 1.406 0.279 -0.373
O 2.030603 3.738756 -1.499440 0.458 -1.110 1.065
H 1.051143 3.654167 -1.421815 0.433 0.677 -0.737
H 2.357787 4.301007 -2.191605 -0.561 0.467 -0.550
O -5.277394 -2.394732 -1.259046 -1.064 -0.887 -1.619
H -4.313938 -2.525355 -1.298575 -0.252 -0.273 -0.480
H -5.732678 -2.862824 -2.054938 1.607 1.187 2.225
O 0.811071 -0.827619 -2.226949 0.296 3.169 0.426
H 1.376121 -0.156878 -2.724415 -0.651 -1.217 0.645
H 0.924033 -1.665701 -2.600968 0.479 -1.773 -1.050
```
Positions in Å, forces in eV/Å.

## Properties
net charge: +1
gap between HOMO and LUMO: 11.4 eV
relative energy (zero: lowest compared OMol25 entry of this formula, charge and spin): 23.0 kJ/mol